{"formula": "C6H12N2O", "method": "the ωB97M-V functional and the def2-TZVPD basis", "smiles": "C=C(C)OC.CN=C=N", "de_lowest_kcal_mol": 154.0, "symbols": ["C", "C", "C", "N", "C", "C", "C", "O", "N", "H", "H", "H", "H", "H", "H", "H", "H", "H", "H", "H", "H"], "positions_angstrom": [[2.08145, -1.15593, -0.99230], [-3.00281, 0.30029, 0.10520], [0.94739, 1.25779, 1.50926], [-1.67610, -0.15016, 0.37327], [-1.09919, -1.23325, 0.19007], [0.87879, 0.73013, 0.11436], [0.74257, 1.39993, -1.02046], [1.27212, -0.70174, 0.08288], [-1.03151, -2.43977, 0.44119], [-0.11946, -2.86300, 0.49389], [2.63372, -2.02737, -0.64492], [1.44706, -1.41500, -1.84393], [2.80782, -0.41728, -1.33335], [-3.00408, 1.38851, 0.01724], [-3.42123, -0.10835, -0.81968], [-3.68322, 0.05617, 0.92696], [1.89516, 1.76989, 1.67475], [0.08720, 1.89418, 1.70421], [0.91971, 0.44241, 2.23053], [-0.19332, 1.49292, -1.54468], [1.51792, 1.77964, -1.66448]], "mulliken_charge": [-0.76, -0.93, -1.10, -0.22, 0.62, 0.62, -0.87, -0.39, -0.65, 0.29, 0.27, 0.32, 0.34, 0.29, 0.32, 0.33, 0.33, 0.31, 0.32, 0.25, 0.32]}